Computed, not measured: a 3-piece molecular cluster, C5H12O overall, with ωB97M-V with the def2-TZVPD basis set.

- Molar mass: 88.1 g mol⁻¹
- Charge: 0
- E_HOMO: -8.27 eV
- Kohn-Sham gap: 9.150 eV
- ΔE to the lowest compared entry with this formula, charge and spin: 99.58 kcal/mol
- Calculated total energy: -272.7900 hartree

Last column: Mulliken charge in e.
Geometry (Å):
C -0.70316 2.20303 -1.51527  -0.574
O -0.89818 1.17265 -0.68184  -0.210
C 0.14277 0.40778 -0.39421  -0.695
C -0.19842 -0.81489 0.43238  0.899
C -0.46952 -0.50111 1.91874  -1.384
C 0.92961 -1.83480 0.29208  -1.478
H 0.17100 1.21479 -2.50025  0.172
H 0.12369 2.86972 -1.25862  0.284
H -1.65689 2.69576 -1.72212  0.224
H 0.56352 0.44219 -2.10803  0.054
H 1.07333 0.93581 -0.15983  0.400
H -1.12173 -1.23353 0.01144  0.153
H -1.28917 0.21493 2.04128  0.344
H -0.74592 -1.41843 2.45719  0.375
H 0.41933 -0.08773 2.41161  0.330
H 1.08868 -2.08761 -0.76004  0.372
H 1.86686 -1.42606 0.69058  0.330
H 0.70418 -2.75250 0.84490  0.403